<P>
ORCA calculation (wB97M-V/def2-TZVPD) on a 2-piece molecular cluster, C8H10N2O3 overall.

Computed properties:
- Expectation value of S²: 2.014
- HOMO level (alpha / beta): -8.32 / -9.32 eV
- LUMO energy (alpha / beta): 0.0204 / -0.0794 hartree
- HOMO-LUMO gap (alpha / beta): 8.9 / 7.2 eV
- 2S+1: 3

Each atom is followed by the atoms it is bonded to, with distances in Å.
Atoms and positions in Å:
1 C -2.27318 1.00051 -0.65883  C3 1.412, N9 1.306, H14 1.081
2 C -0.96067 0.48977 -2.43709  C4 1.416, N9 1.304, H15 1.081
3 C -1.29412 0.61442 0.28316  C1 1.412, C5 1.358, C6 1.489
4 C 0.12623 0.07797 -1.62811  C2 1.416, C5 1.354, C7 1.486
5 C -0.14654 0.19268 -0.30678  C3 1.358, C4 1.354
6 C -1.54821 0.67727 1.74916  C3 1.489, H16 1.090, H17 1.086, H18 1.090
7 C 1.39115 -0.43710 -2.21465  C4 1.486, H19 1.091, H20 1.090, H21 1.087
8 C 1.91250 -0.31285 1.44579  N10 1.368, O13 1.327, H22 1.074
9 N -2.08498 0.93364 -1.94911  C1 1.306, C2 1.304
10 N 1.29252 -1.52501 1.31015  C8 1.368, O11 1.234, O12 1.254
11 O 1.58921 -2.28465 0.38441  N10 1.234
12 O 0.44896 -1.78694 2.19996  N10 1.254
13 O 1.62990 0.39131 2.53411  C8 1.327, H23 0.994
14 H -3.22669 1.37669 -0.31418  C1 1.081
15 H -0.86892 0.44177 -3.51323  C2 1.081
16 H -0.89546 1.41922 2.20920  C6 1.090
17 H -2.58157 0.94011 1.95492  C6 1.086
18 H -1.33351 -0.29251 2.19801  C6 1.090
19 H 2.23646 0.16989 -1.88847  C7 1.091
20 H 1.55953 -1.45269 -1.85553  C7 1.090
21 H 1.34739 -0.43421 -3.30055  C7 1.087
22 H 2.71019 -0.01717 0.79080  C8 1.074
23 H 0.96980 -0.18211 3.00685  O13 0.994

---

<Q>
ORCA calculation (wB97M-V/def2-TZVPD) on a 2-piece molecular cluster, C8H10N2O3 overall.

Computed properties:
- Expectation value of S²: 2.038
- HOMO level (alpha / beta): -5.83 / -9.37 eV
- LUMO energy (alpha / beta): 0.0115 / -0.0886 hartree
- HOMO-LUMO gap (alpha / beta): 6.1 / 7.0 eV
- 2S+1: 3

Each atom is followed by the atoms it is bonded to, with distances in Å.
Atoms and positions in Å:
1 C 3.76098 1.51617 0.44981  C2 1.355, C3 1.351, H14 1.067
2 C 3.25717 0.32189 0.84516  C1 1.355, C4 1.444, H15 1.198
3 C 2.91677 2.44584 -0.04850  C1 1.351, C5 1.375, H16 1.153
4 C 1.90948 -0.10409 0.54963  C2 1.444, C6 1.396, H17 1.089
5 C 1.61693 2.08854 -0.31798  C3 1.375, C6 1.398, H18 1.116
6 C 1.05613 0.84275 -0.02058  C4 1.396, C5 1.398, N9 1.424
7 C -3.40110 -2.78360 -0.80105  C8 1.489, H19 1.044, H20 1.041, H21 1.122
8 C -2.55665 -2.63465 0.41571  C7 1.489, O13 1.227, H22 1.142
9 N -0.31461 0.46486 -0.09995  C6 1.424, N10 1.268
10 N -1.19431 1.35391 -0.30711  N9 1.268, O11 1.211, O12 1.339
11 O -1.09209 2.50106 -0.68226  N10 1.211
12 O -2.45587 0.90469 -0.33519  N10 1.339, H23 1.029
13 O -2.36929 -1.50919 0.86662  C8 1.227
14 H 4.70670 1.85115 0.81379  C1 1.067
15 H 3.91746 -0.40529 1.53084  C2 1.198
16 H 3.30084 3.44668 -0.47333  C3 1.153
17 H 1.69029 -1.15246 0.74662  C4 1.089
18 H 0.90557 2.79599 -0.80648  C5 1.116
19 H -3.30788 -1.84722 -1.25399  C7 1.044
20 H -3.20213 -3.61761 -1.39126  C7 1.041
21 H -4.51927 -2.87217 -0.76474  C7 1.122
22 H -2.26658 -3.62158 0.91236  C8 1.142
23 H -2.35853 0.01433 0.17194  O12 1.029

---

<P> is preferred energetically. Next in line: 0.0663 hartree higher.